1.
A structure of composition C55H54N4O4PTeW. Source: OMol25; level of theory: wB97M-V/def2-TZVPD.

```
120
Properties=species:S:1:pos:R:3
W 0.188 -0.078 0.146
C -1.333 0.693 3.931
C -0.277 1.735 3.719
C 0.255 2.354 4.850
C 0.956 3.541 4.756
C 1.080 4.156 3.520
C 0.590 3.553 2.368
C 0.547 4.367 1.109
C 0.025 2.270 2.466
N -0.503 1.608 1.248
C -1.741 2.214 0.985
O -2.198 3.162 1.560
C -2.499 1.499 -0.047
C -3.782 1.834 -0.429
C -4.450 1.000 -1.313
C -3.798 -0.136 -1.781
C -2.505 -0.360 -1.366
N -1.854 0.433 -0.515
C -1.688 -1.495 -1.780
O -2.110 -2.428 -2.385
N -0.303 -1.352 -1.351
C 0.391 -2.409 -2.105
C 0.506 -3.679 -1.545
C 0.148 -3.949 -0.119
C 0.966 -4.716 -2.350
C 1.303 -4.493 -3.675
C 1.131 -3.232 -4.224
C 0.621 -2.183 -3.467
C 0.262 -0.903 -4.167
H -1.022 -0.082 4.630
H -1.684 0.224 3.018
H -2.203 1.181 4.377
H 0.042 1.927 5.823
H 1.336 4.023 5.646
H 1.525 5.141 3.445
H 1.452 4.959 0.977
H 0.407 3.766 0.215
H -0.300 5.054 1.171
H -4.230 2.720 0.000
H -5.463 1.221 -1.621
H -4.259 -0.847 -2.454
H -0.771 -3.452 0.175
H 0.945 -3.635 0.564
H -0.003 -5.015 0.029
H 1.041 -5.712 -1.931
H 1.665 -5.306 -4.290
H 1.349 -3.065 -5.272
H 1.006 -0.653 -4.925
H 0.162 -0.042 -3.503
H -0.689 -1.030 -4.689
C 1.398 -2.765 6.627
C 0.983 -2.378 5.240
C -0.223 -2.819 4.698
C -0.628 -2.464 3.414
C -2.078 -2.626 2.969
O -2.840 -1.783 3.377
C -2.473 -3.659 1.994
C -3.384 -3.310 0.992
C -3.789 -4.261 0.075
C -3.337 -5.573 0.193
C -2.474 -5.931 1.219
C -2.017 -4.967 2.105
C 0.230 -1.658 2.693
O -0.182 -1.253 1.444
C 1.423 -1.111 3.195
C 1.771 -1.500 4.493
C 2.178 -0.061 2.496
N 1.789 0.420 1.340
C 2.374 1.592 0.641
C 1.863 1.634 -0.809
Te 2.473 3.439 -1.935
C 0.660 3.471 -2.975
C 0.490 2.677 -4.109
C -0.722 2.689 -4.784
C -1.755 3.505 -4.342
C -1.583 4.309 -3.223
C -0.377 4.296 -2.535
C 3.420 0.448 3.120
C 4.473 -0.443 3.362
C 5.657 0.025 3.904
C 5.783 1.369 4.240
C 4.730 2.246 4.027
C 3.551 1.794 3.452
H 0.746 -3.533 7.037
H 1.365 -1.901 7.293
H 2.419 -3.147 6.632
H -0.891 -3.420 5.305
H -3.777 -2.299 0.965
H -4.485 -4.001 -0.712
H -3.680 -6.323 -0.507
H -2.156 -6.960 1.323
H -1.321 -5.239 2.893
H 2.652 -1.076 4.953
H 3.456 1.570 0.680
H 2.050 2.484 1.162
H 0.760 1.756 -0.934
H 2.241 0.880 -1.480
H 1.314 2.081 -4.484
H -0.848 2.088 -5.676
H -2.687 3.541 -4.892
H -2.376 4.973 -2.903
H -0.239 4.943 -1.678
H 4.369 -1.494 3.120
H 6.478 -0.658 4.079
H 6.704 1.729 4.679
H 4.823 3.286 4.311
H 2.723 2.476 3.314
C 3.397 -3.038 -0.701
P 2.854 -1.318 -0.917
C 3.106 -0.925 -2.684
C 4.328 -0.510 -0.196
H 4.412 -3.058 -1.102
H 2.790 -3.748 -1.247
H 3.441 -3.304 0.354
H 4.001 -0.309 -2.785
H 2.266 -0.398 -3.129
H 3.248 -1.858 -3.228
H 5.172 -1.138 -0.487
H 4.319 -0.448 0.887
H 4.509 0.469 -0.635
```

Results
spin multiplicity: 1
LUMO level: -10.686 eV
F_max: 0.0111 Eh/bohr
charge: +3
energy relative to the best compared isomer or geometry (same formula, charge and spin): 0.0 kJ/mol

2.
A cluster of 11 separate species, C55H55N11 in total in a non-equilibrium geometry. Source: OMol25; level of theory: wB97M-V/def2-TZVPD.

```
121
Properties=species:S:1:pos:R:3
C -2.785 -5.678 8.161
C -3.113 -4.427 7.697
C -3.338 -3.399 8.600
N -3.333 -3.541 9.945
C -3.146 -4.833 10.363
C -2.704 -5.827 9.553
H -2.558 -6.519 7.523
H -3.157 -4.278 6.629
H -3.408 -2.378 8.256
H -3.136 -5.005 11.429
H -2.341 -6.731 10.019
C 5.616 -1.400 -3.430
C 5.410 -0.544 -4.537
C 6.401 -0.659 -5.549
N 7.429 -1.545 -5.539
C 7.613 -2.309 -4.457
C 6.742 -2.281 -3.372
H 4.825 -1.444 -2.696
H 4.520 0.060 -4.637
H 6.413 -0.021 -6.420
H 8.452 -2.988 -4.451
H 6.860 -2.889 -2.487
C -7.847 -0.491 -8.284
C -7.839 -1.832 -7.996
C -7.649 -2.123 -6.644
N -7.308 -1.196 -5.715
C -7.225 0.074 -6.049
C -7.552 0.492 -7.339
H -8.167 -0.194 -9.272
H -8.042 -2.517 -8.807
H -7.728 -3.163 -6.362
H -7.050 0.827 -5.296
H -7.440 1.536 -7.592
C 3.897 -2.076 9.272
C 3.436 -0.763 9.256
C 2.545 -0.343 8.286
N 2.057 -1.159 7.327
C 2.436 -2.494 7.437
C 3.359 -2.972 8.359
H 4.690 -2.289 9.974
H 3.690 -0.060 10.036
H 2.240 0.693 8.304
H 2.021 -3.195 6.728
H 3.620 -4.014 8.475
C 0.218 0.875 -0.521
C -1.073 1.242 -1.017
C -2.150 0.454 -0.552
N -2.055 -0.572 0.363
C -0.817 -0.862 0.881
C 0.314 -0.160 0.443
H 1.073 1.399 -0.922
H -1.122 2.018 -1.767
H -3.129 0.569 -0.994
H -0.768 -1.616 1.653
H 1.236 -0.580 0.816
C -0.376 5.300 -8.813
C 0.646 4.775 -9.628
C 1.114 3.435 -9.372
N 0.626 2.618 -8.388
C -0.269 3.290 -7.577
C -0.888 4.519 -7.808
H -0.689 6.317 -8.996
H 1.153 5.328 -10.406
H 1.873 2.991 -10.000
H -0.689 2.610 -6.851
H -1.629 4.849 -7.095
C -4.433 8.510 -3.363
C -4.056 7.756 -2.269
C -4.780 6.585 -2.052
N -5.802 6.190 -2.872
C -6.150 6.966 -3.889
C -5.426 8.088 -4.243
H -3.849 9.404 -3.521
H -3.239 8.018 -1.614
H -4.487 5.953 -1.226
H -6.976 6.583 -4.470
H -5.742 8.485 -5.197
C 3.409 5.925 -3.118
C 2.643 6.552 -2.155
C 2.999 6.305 -0.788
N 3.993 5.376 -0.461
C 4.780 4.904 -1.493
C 4.497 5.138 -2.817
H 3.138 6.091 -4.151
H 1.874 7.233 -2.490
H 2.490 6.752 0.053
H 5.617 4.313 -1.153
H 5.102 4.740 -3.619
C 4.247 -8.041 2.947
C 3.632 -8.556 4.079
C 2.271 -8.482 4.246
N 1.382 -7.878 3.361
C 2.006 -7.420 2.214
C 3.385 -7.469 1.994
H 5.284 -8.230 2.713
H 4.185 -9.182 4.764
H 1.845 -8.969 5.111
H 1.353 -7.040 1.442
H 3.785 -7.115 1.056
C -8.288 1.406 1.927
C -8.582 0.055 2.063
C -8.576 -0.547 3.351
N -8.503 0.222 4.424
C -8.432 1.551 4.341
C -8.340 2.176 3.097
H -8.172 1.953 1.003
H -8.777 -0.527 1.175
H -8.668 -1.609 3.526
H -8.591 2.185 5.200
H -8.250 3.249 3.021
C 8.264 -2.942 2.446
C 7.472 -1.825 2.630
C 7.826 -0.626 2.078
N 8.906 -0.447 1.263
C 9.738 -1.512 1.178
C 9.461 -2.762 1.773
H 7.922 -3.884 2.848
H 6.572 -1.908 3.220
H 7.221 0.268 2.127
H 10.593 -1.352 0.538
H 10.219 -3.513 1.605
```

Results
SMILES: c1ccncc1.c1ccncc1.c1ccncc1.c1ccncc1.c1ccncc1.c1ccncc1.c1ccncc1.c1ccncc1.c1ccncc1.c1ccncc1.c1ccncc1
spin multiplicity: 1
LUMO level: 0.113 eV
F_max: 0.0675 Eh/bohr
energy relative to the best compared isomer or geometry (same formula, charge and spin): 357.0 kJ/mol

What is the LUMO level in the second record?
0.113 eV

Look up the spin multiplicity of the second one.
1

Which value of spin multiplicity does entry 2 give?
1